Entry 1:
Formula: C3H12O4
Source: the Open Molecules 2025 dataset
Level of theory: ωB97M-V/def2-TZVPD

Results
Kohn-Sham gap, eV: 9.6
SMILES: C/C=C/O.O.O.O
Total charge: 0
E_HOMO, eV: -9.06

Last column: natural (NBO) charge in e.
Element x y z (Å)
C -2.344 0.586 0.485  -0.6415
C -0.991 0.908 -0.031  -0.2647
C -0.341 0.099 -0.864  0.1360
O 0.532 0.539 -1.837  -0.7442
H -3.122 1.195 0.015  0.2197
H -2.506 0.782 1.555  0.2070
H -2.715 -0.424 0.309  0.2127
H -0.538 1.834 0.296  0.1971
H -0.739 -0.911 -0.991  0.1525
H 1.436 0.519 -1.473  0.5084
O 2.243 3.157 -1.553  -0.9492
H 2.744 3.032 -2.368  0.4668
H 1.351 2.893 -1.809  0.4817
O -1.999 -5.084 3.195  -0.9311
H -2.374 -5.201 2.317  0.4657
H -1.797 -4.143 3.207  0.4654
O 2.378 0.167 0.180  -0.9653
H 1.882 0.414 0.960  0.4922
H 3.214 0.639 0.098  0.4907

Entry 2:
Formula: C4H3Cl2N3O2
Source: the Open Molecules 2025 dataset
Level of theory: ωB97M-V/def2-TZVPD

Results
Kohn-Sham gap, eV: 9.6
SMILES: Cn1nc(Cl)c([N+](=O)[O-])c1Cl
Total charge: 0
E_HOMO, eV: -10.09

Last column: natural (NBO) charge in e.
Element x y z (Å)
C -0.797 -1.219 1.840  -0.4311
N -0.323 -0.219 0.929  -0.1716
N -1.326 0.505 0.451  -0.2736
C -0.915 1.067 -0.644  0.1596
Cl -2.013 2.005 -1.662  0.0466
C 0.427 0.745 -0.964  -0.1033
N 1.248 0.951 -2.066  0.5241
O 2.397 0.658 -1.795  -0.3973
O 0.784 1.216 -3.130  -0.3445
C 0.817 -0.186 0.182  0.1805
Cl 2.297 -1.008 0.639  0.1004
H -1.603 -0.732 2.443  0.2557
H -0.963 -2.162 1.168  0.2267
H -0.030 -1.623 2.608  0.2278

Entry 3:
Formula: C37H82N6O6
Source: the Open Molecules 2025 dataset
Level of theory: ωB97M-V/def2-TZVPD

Results
Kohn-Sham gap, eV: 8.6
SMILES: CC1(C)CCCC(C)(C)N1O.CC1(C)CCCC(C)(C)N1O.CC1(C)CCCC(C)(C)N1O.CC1(C)CCCC(C)(C)N1O.NC(N)=O.O
Total charge: 0
E_HOMO, eV: -8.35

Last column: Löwdin charge in e.
Element x y z (Å)
C -3.523 -1.002 -3.535  -0.0243
C -2.588 -1.874 -4.384  -0.4684
C -2.179 -1.021 -5.671  -0.0195
C -1.286 -2.050 -3.623  -0.1881
C -0.331 -3.094 -4.151  -0.1426
C -1.138 -4.476 -4.148  -0.1053
C -2.461 -4.406 -4.944  -0.4992
C -2.222 -4.272 -6.471  -0.0081
C -3.208 -5.722 -4.582  -0.0274
N -3.237 -3.227 -4.486  -0.1016
O -4.398 -3.051 -5.193  -0.0529
H -4.534 -0.895 -3.874  0.0771
H -3.593 -1.542 -2.622  0.0714
H -3.138 0.005 -3.445  0.0775
H -2.895 -0.960 -6.519  0.0805
H -2.125 0.044 -5.369  0.0732
H -1.241 -1.275 -6.114  0.0516
H -0.883 -1.029 -3.490  0.1177
H -1.654 -2.350 -2.629  0.1047
H -0.105 -2.846 -5.178  0.0825
H 0.605 -3.117 -3.647  0.0822
H -1.366 -4.601 -3.073  0.1174
H -0.616 -5.372 -4.463  0.1106
H -3.168 -3.961 -6.840  0.0603
H -1.983 -5.229 -6.883  0.0764
H -1.419 -3.613 -6.761  0.0690
H -4.152 -5.773 -5.110  0.0732
H -3.497 -5.488 -3.532  0.0937
H -2.567 -6.626 -4.633  0.0933
H -4.319 -2.578 -6.062  0.1081
C 2.309 5.300 -3.650  -0.0136
C 0.859 5.086 -4.298  -0.5054
C 0.417 6.362 -4.955  -0.0640
C 0.858 3.934 -5.276  -0.1288
C 0.980 2.550 -4.568  -0.1735
C -0.147 2.438 -3.582  -0.1663
C -0.190 3.522 -2.523  -0.5216
C -1.504 3.456 -1.769  -0.0366
C 0.979 3.407 -1.520  -0.0132
N -0.172 4.775 -3.248  -0.0760
O -0.035 5.868 -2.306  -0.0478
H 2.839 4.361 -3.424  0.0630
H 2.943 5.923 -4.342  0.0913
H 2.204 5.942 -2.776  0.0701
H 0.463 7.278 -4.352  0.0825
H 0.986 6.616 -5.913  0.1077
H -0.599 6.277 -5.360  0.0852
H -0.160 3.830 -5.735  0.1300
H 1.548 4.122 -6.083  0.1140
H 0.677 1.752 -5.248  0.1070
H 1.958 2.373 -4.097  0.1064
H -0.107 1.482 -3.121  0.1001
H -1.061 2.451 -4.227  0.1328
H -2.384 3.869 -2.326  0.1041
H -1.540 4.041 -0.837  0.0837
H -1.685 2.503 -1.337  0.0631
H 1.161 4.283 -0.952  0.0719
H 1.917 3.131 -1.975  0.0572
H 0.792 2.639 -0.771  0.0721
H -0.825 6.365 -2.526  0.0996
C 2.435 -1.366 5.040  -0.0373
C 2.570 -1.736 3.591  -0.4905
C 1.323 -2.505 3.177  -0.0474
C 2.801 -0.562 2.595  -0.1533
C 4.187 -0.041 2.727  -0.1949
C 5.294 -1.092 2.544  -0.1411
C 5.157 -2.356 3.367  -0.5182
C 6.014 -3.449 2.732  -0.0532
C 5.613 -2.110 4.825  -0.0305
N 3.696 -2.739 3.287  -0.0601
O 3.513 -3.924 4.130  -0.0623
H 1.481 -0.861 5.307  0.0777
H 2.539 -2.188 5.779  0.0952
H 3.280 -0.678 5.363  0.0800
H 0.887 -3.019 4.026  0.0732
H 0.574 -1.771 2.789  0.0788
H 1.453 -3.283 2.385  0.0957
H 2.688 -0.995 1.537  0.1162
H 1.994 0.216 2.679  0.1173
H 4.166 0.847 2.086  0.1098
H 4.397 0.380 3.741  0.1130
H 6.193 -0.573 2.736  0.1040
H 5.330 -1.407 1.475  0.1236
H 7.073 -3.253 2.685  0.0768
H 5.630 -3.729 1.719  0.0956
H 5.983 -4.396 3.298  0.0807
H 5.206 -2.789 5.580  0.0796
H 5.205 -1.129 5.165  0.0656
H 6.719 -2.080 4.855  0.0893
H 3.711 -4.660 3.504  0.1081
C -3.448 -0.643 6.389  -0.0164
C -2.835 0.082 5.101  -0.4852
C -2.200 -0.892 4.140  -0.0436
C -3.967 0.856 4.399  -0.1269
C -3.393 1.812 3.327  -0.1630
C -2.435 2.837 3.979  -0.1275
C -1.350 2.114 4.734  -0.5217
C -0.398 1.516 3.747  -0.0501
C -0.555 3.088 5.678  -0.0244
N -1.909 1.122 5.694  -0.0315
O -0.758 0.352 6.254  -0.0564
H -4.241 -1.197 5.982  0.0534
H -2.844 -1.380 6.839  0.0535
H -3.789 0.131 7.124  0.1003
H -1.404 -1.459 4.621  0.0768
H -2.860 -1.672 3.675  0.1072
H -1.822 -0.402 3.210  0.0526
H -4.545 0.098 3.946  0.0995
H -4.557 1.388 5.157  0.1235
H -2.900 1.232 2.573  0.0762
H -4.223 2.319 2.813  0.1122
H -3.076 3.500 4.697  0.1536
H -1.978 3.496 3.259  0.1132
H 0.304 2.264 3.357  0.1026
H -0.924 1.137 2.888  0.0478
H 0.248 0.763 4.110  0.0528
H 0.143 2.518 6.218  0.0521
H -1.165 3.618 6.420  0.0815
H -0.158 3.918 5.094  0.0807
H -0.908 0.364 7.195  0.0891
N 2.171 -0.215 -0.686  0.1573
C 0.870 -0.603 -0.233  -0.5747
N 0.340 -1.743 -0.792  0.1782
O 0.276 0.055 0.654  -0.0282
H 2.644 -0.781 -1.353  0.0827
H 2.590 0.567 -0.253  0.0795
H -0.534 -2.105 -0.474  0.0678
H 1.025 -2.319 -1.288  0.1081
O -2.268 -1.415 0.545  -0.0818
H -1.539 -0.779 0.773  0.0133
H -3.001 -0.832 0.294  0.0469

Entry 4:
Formula: C7H15NO
Source: the Open Molecules 2025 dataset
Level of theory: ωB97M-V/def2-TZVPD

Results
Kohn-Sham gap, eV: 8.1
SMILES: CC(C)(C)N1CCCO1
Total charge: 0
E_HOMO, eV: -7.20

Last column: natural (NBO) charge in e.
Element x y z (Å)
C 0.044 -0.047 2.125  -0.6066
C 0.166 0.076 0.663  0.1112
C 0.750 1.515 0.509  -0.6108
C 1.045 -1.058 0.161  -0.6082
N -1.114 0.022 -0.047  -0.2152
C -2.411 0.476 0.499  -0.2187
C -3.384 0.381 -0.613  -0.4520
C -2.610 0.022 -1.806  -0.0575
O -1.257 -0.175 -1.494  -0.3796
H 0.996 0.205 2.602  0.2267
H -0.630 0.779 2.511  0.2021
H -0.400 -1.016 2.483  0.2180
H 1.799 1.511 0.890  0.1954
H 0.141 2.103 1.016  0.1935
H 0.993 1.835 -0.488  0.2150
H 1.983 -1.133 0.627  0.2064
H 1.225 -0.809 -0.901  0.2170
H 0.542 -2.023 0.138  0.2210
H -2.287 1.463 0.852  0.1802
H -2.727 -0.281 1.331  0.1936
H -4.040 1.218 -0.690  0.2217
H -3.967 -0.541 -0.509  0.2115
H -3.032 -0.859 -2.322  0.1704
H -2.774 0.828 -2.547  0.1652

Entry 5:
Formula: C18H32N4O
Source: the Open Molecules 2025 dataset
Level of theory: ωB97M-V/def2-TZVPD

Results
Kohn-Sham gap, eV: 9.2
SMILES: CC(C)c1cc(CN2CCN(C3CCCC3)[C@@H](CCO)C2)[nH]n1
Total charge: 0
E_HOMO, eV: -8.44

Last column: natural (NBO) charge in e.
Element x y z (Å)
C 4.782 -1.298 -2.221  -0.5919
C 5.426 -0.485 -1.097  -0.2498
C 6.239 -1.391 -0.170  -0.5918
C 4.380 0.247 -0.321  0.1445
C 3.309 -0.291 0.419  -0.3685
C 2.644 0.796 0.941  0.2088
C 1.425 0.884 1.791  -0.2592
N 0.283 0.286 1.120  -0.4371
C -0.086 0.995 -0.090  -0.2557
C -1.181 0.199 -0.799  -0.2185
N -2.374 0.006 0.008  -0.5047
C -3.314 1.123 0.147  -0.0347
C -3.491 1.983 -1.106  -0.4151
C -4.314 1.104 -2.044  -0.4088
C -5.267 0.336 -1.115  -0.4179
C -4.739 0.561 0.313  -0.4099
C -2.016 -0.578 1.303  -0.0402
C -1.672 -2.069 1.167  -0.4394
C -2.827 -2.873 0.563  -0.0512
O -3.096 -2.546 -0.773  -0.7479
C -0.869 0.186 1.991  -0.2284
N 3.316 1.887 0.502  -0.3497
N 4.367 1.568 -0.253  -0.2813
H 4.213 -0.648 -2.882  0.2126
H 4.108 -2.047 -1.811  0.2008
H 5.547 -1.804 -2.806  0.2061
H 6.090 0.268 -1.534  0.2181
H 6.698 -0.807 0.624  0.2131
H 5.598 -2.145 0.281  0.2000
H 7.024 -1.894 -0.729  0.2060
H 3.052 -1.320 0.553  0.2291
H 1.590 0.325 2.718  0.2178
H 1.239 1.943 2.059  0.1654
H 0.791 1.066 -0.738  0.2186
H -0.439 2.021 0.134  0.1571
H -1.442 0.671 -1.744  0.2087
H -0.780 -0.791 -1.029  0.2134
H -3.043 1.758 1.006  0.1814
H -4.075 2.860 -0.818  0.2115
H -2.562 2.338 -1.545  0.2113
H -3.663 0.408 -2.573  0.2023
H -4.849 1.696 -2.787  0.2124
H -6.288 0.707 -1.205  0.2081
H -5.277 -0.723 -1.364  0.2199
H -4.755 -0.360 0.892  0.2122
H -5.352 1.296 0.836  0.2047
H -2.892 -0.501 1.956  0.2088
H -0.778 -2.191 0.557  0.2165
H -1.457 -2.464 2.161  0.2096
H -2.584 -3.940 0.576  0.1791
H -3.729 -2.724 1.181  0.1409
H -3.104 -1.572 -0.815  0.4911
H -0.581 -0.348 2.899  0.2053
H -1.228 1.191 2.291  0.1615
H 3.113 2.854 0.699  0.4050

Entry 6:
Formula: C3H9S2
Source: the Open Molecules 2025 dataset
Level of theory: ωB97M-V/def2-TZVPD

Results
Kohn-Sham gap, eV: 7.0
Total charge: -1
E_HOMO, eV: -3.14

Last column: natural (NBO) charge in e.
Element x y z (Å)
S -0.069 -0.335 2.320  -0.7866
H -0.033 -1.169 3.371  0.1076
C 0.018 1.662 -0.512  -0.6134
C -0.495 0.257 -0.771  -0.4409
C 0.551 -0.857 -0.723  -0.5103
S -0.197 -2.417 -0.084  -0.3563
H -0.856 2.325 -0.649  0.1895
H 0.819 1.991 -1.197  0.1855
H 0.295 1.832 0.543  0.2303
H -1.235 -0.063 -0.059  0.2357
H -0.961 0.173 -1.729  0.1823
H 1.379 -0.637 -0.002  0.2197
H 0.979 -1.103 -1.728  0.1918
H -0.195 -1.658 1.218  0.1652

Entry 7:
Formula: C11H13NO4
Source: the Open Molecules 2025 dataset
Level of theory: ωB97M-V/def2-TZVPD

Results
Kohn-Sham gap, eV: 9.2
SMILES: COC(=O)CNC(=O)COc1ccccc1
Total charge: 0
E_HOMO, eV: -8.71

Last column: natural (NBO) charge in e.
Element x y z (Å)
C 3.445 -2.753 1.817  -0.2092
O 2.582 -2.590 0.960  -0.5231
C 1.361 -3.442 1.452  0.7907
O 1.301 -4.237 2.475  -0.5564
C 0.252 -3.240 0.320  -0.2648
N -0.010 -1.864 0.149  -0.6348
C 0.075 -0.870 1.203  0.6697
O 0.402 -1.380 2.195  -0.5485
C -0.208 0.381 0.738  -0.1725
O -0.649 0.707 -0.438  -0.5014
C -1.260 1.746 -1.040  0.3716
C -0.993 3.007 -0.365  -0.3236
C -1.578 4.105 -0.798  -0.1979
C -2.002 4.259 -2.086  -0.2036
C -2.117 2.930 -2.799  -0.1700
C -1.720 1.797 -2.451  -0.2905
H 3.249 -2.147 2.668  0.1671
H 4.249 -2.194 1.113  0.1607
H 3.818 -3.753 1.980  0.1689
H -0.772 -3.793 0.693  0.1827
H 0.352 -3.740 -0.441  0.2033
H -0.384 -1.374 -0.560  0.3890
H -0.905 0.796 1.296  0.2188
H 0.580 1.169 0.865  0.2218
H -0.860 2.932 0.797  0.2094
H -1.547 5.012 -0.425  0.2090
H -2.447 4.888 -2.612  0.1949
H -2.378 2.889 -3.940  0.2083
H -1.836 0.758 -2.766  0.2304

Entry 8:
Formula: C9H14
Source: the Open Molecules 2025 dataset
Level of theory: ωB97M-V/def2-TZVPD

Results
Kohn-Sham gap, eV: 10.0
SMILES: Cc1ccccc1.CC
Total charge: 0
E_HOMO, eV: -9.01

Last column: natural (NBO) charge in e.
Element x y z (Å)
C -1.303 -3.305 -2.052  -0.6411
C -1.022 -1.890 -1.678  -0.0155
C -0.605 -0.960 -2.650  -0.2264
C -0.238 0.290 -2.258  -0.1880
C -0.370 0.702 -0.928  -0.2352
C -0.898 -0.160 -0.015  -0.2009
C -1.110 -1.517 -0.346  -0.2220
H -2.317 -3.726 -2.044  0.2265
H -0.723 -3.877 -1.297  0.2193
H -0.797 -3.649 -2.982  0.2154
H -0.647 -1.335 -3.671  0.2132
H 0.098 1.013 -3.029  0.2092
H -0.027 1.712 -0.668  0.2127
H -0.990 0.318 0.978  0.2186
H -1.449 -2.172 0.444  0.2139
C 2.133 2.769 2.962  -0.6141
C 0.890 1.879 2.543  -0.6268
H 2.998 2.082 3.019  0.1999
H 2.366 3.589 2.273  0.2073
H 2.094 3.058 4.000  0.2032
H 0.256 2.380 1.792  0.2007
H 0.335 1.801 3.519  0.2143
H 1.326 0.997 2.084  0.2157